[1]
Molecular formula: C18H19N3O4
Method: DFT, ωB97M-V with the def2-TZVPD basis set

## Properties
Gap between HOMO and LUMO (eV): 6.45
Lowest unoccupied orbital energy (eV): -1.06
Energy above the lowest of the compared OMol25 structures with the same formula, charge and spin (kJ/mol): 1042.5

ORCA input file:
```
! wB97M-V def2-TZVPD RIJCOSX def2/J DEFGRID3
* xyz 0 1
O -2.0031 2.4179 2.0121
N -2.4236 1.2478 1.8714
O -3.6421 0.9672 1.9454
C -1.4867 0.1915 1.6311
C -1.9827 -1.1107 1.4474
C -1.0840 -2.1705 1.5253
C 0.2783 -1.9715 1.7296
C 0.8239 -0.6612 1.8312
C 2.1914 -0.4918 2.2705
N 2.7929 0.7485 2.3167
O 3.9960 0.8228 2.7273
O 2.1807 1.8040 1.9565
C -0.0904 0.4273 1.7578
H -3.0467 -1.2266 1.2414
H -1.4728 -3.1802 1.4205
H 0.9663 -2.8102 1.8621
H 2.9016 -1.3290 2.1460
H 0.3315 1.4221 1.9116
C 4.0451 -2.8660 7.0659
C 4.2615 -3.6237 5.7523
C 3.4308 -2.9191 4.6771
N 3.0124 -1.6479 5.2751
C 2.0558 -0.9586 4.6649
C 1.5550 0.2748 5.2139
C 2.3927 1.1899 5.9022
C 1.8248 2.2546 6.6017
C 0.4395 2.4619 6.5925
C -0.3632 1.6694 5.7505
C 0.1949 0.5953 5.0603
C 3.3410 -1.5559 6.7175
H 3.4026 -3.4436 7.7345
H 4.9885 -2.6754 7.5735
H 5.3095 -3.5983 5.4529
H 3.9314 -4.6601 5.8440
H 3.9826 -2.7322 3.7421
H 2.5301 -3.5095 4.4418
H 1.3932 -1.5558 4.0078
H 3.4737 1.0176 5.8858
H 2.4829 2.9074 7.1925
H -0.0121 3.2612 7.1851
H -1.4294 1.8573 5.6456
H -0.4200 -0.0808 4.4553
H 2.4389 -1.4313 7.3433
H 3.9931 -0.6977 6.9372
*
```

***

[2]
Molecular formula: C3H4N2O
Method: DFT, ωB97M-V with the def2-TZVPD basis set

## Properties
Gap between HOMO and LUMO (eV): 10.88
Lowest unoccupied orbital energy (eV): 0.78
Energy above the lowest of the compared OMol25 structures with the same formula, charge and spin (kJ/mol): 222.0
SMILES: Cc1cnno1

ORCA input file:
```
! wB97M-V def2-TZVPD RIJCOSX def2/J DEFGRID3
* xyz 0 1
C 0.9121 -0.2951 1.0528
C 0.1385 -0.0489 -0.1840
C -1.0964 -0.3969 -0.6218
N -1.4592 0.5421 -1.5557
N -0.5336 1.3749 -1.7208
O 0.5167 1.0301 -0.8760
H 1.9910 -0.3233 0.8892
H 0.5766 -1.1839 1.5866
H 0.6792 0.5860 1.6574
H -1.7477 -1.2118 -0.3426
*
```

***

[3]
Molecular formula: C35H34GeMoN2O5
Method: DFT, ωB97M-V with the def2-TZVPD basis set

## Properties
Gap between HOMO and LUMO (alpha / beta) (eV): 8.84 / 7.58
Lowest unoccupied orbital energy (alpha / beta) (eV): -2.14 / -4.09
Energy above the lowest of the compared OMol25 structures with the same formula, charge and spin (kJ/mol): 123.1

ORCA input file:
```
! wB97M-V def2-TZVPD RIJCOSX def2/J DEFGRID3
* xyz 1 4
Mo -1.8752 0.8002 0.8998
O -2.6951 1.4877 -2.6870
C -2.2308 2.0516 -1.7264
O -2.6889 1.9577 -0.5231
C -1.0351 3.0118 -1.8198
C -1.2658 4.2557 -0.9195
C -0.3153 5.3671 -1.3794
C 1.0321 4.7981 -0.8987
C 0.5743 3.5351 -0.1498
O -0.7157 3.8624 0.3319
C 0.2269 2.4238 -1.1586
C 0.0041 1.1309 -0.3985
O 0.9845 0.8274 0.4280
O -0.7399 0.1979 -0.8251
H -0.8722 3.2712 -2.8659
H -2.3054 4.5516 -0.7982
H -0.5499 6.3024 -0.8727
H -0.3565 5.5290 -2.4526
H 1.5397 5.4791 -0.2193
H 1.7109 4.5621 -1.7146
H 1.2330 3.2026 0.6518
H 1.0378 2.2251 -1.8656
C -1.1138 1.9689 2.7886
C -2.5253 1.9661 2.7940
C -2.9626 0.6237 2.9014
C -1.8039 -0.2131 2.9847
C -0.6696 0.6210 2.8854
H -0.4892 2.8449 2.8695
H -3.1619 2.8404 2.8191
H -3.9748 0.3123 3.1376
H -1.8030 -1.2492 3.2937
H 0.3566 0.3168 3.0539
C -4.4270 -3.5366 -1.5065
N -4.2617 -2.2299 -0.9357
C -5.2503 -1.3548 -0.6050
C -4.6478 -0.2929 0.0019
N -3.3034 -0.5219 0.0452
C -3.1045 -1.6914 -0.5360
H -5.4064 -3.6097 -1.9709
H -4.3548 -4.2936 -0.7232
H -3.6571 -3.7243 -2.2524
H -6.2801 -1.5439 -0.8258
H -5.0853 0.6140 0.3824
H -2.1430 -2.1481 -0.6767
C -0.6957 -4.8055 -0.3950
C 0.0710 -4.3338 -1.4472
C 0.7592 -3.1397 -1.3214
C 0.6686 -2.3942 -0.1521
C -0.1341 -2.8552 0.8857
C -0.8092 -4.0587 0.7672
Ge 1.8927 -0.8379 0.1039
C 2.8135 -0.9518 1.8602
C 2.6377 -2.0884 2.6420
C 3.1859 -2.1628 3.9106
C 3.9576 -1.1166 4.3885
C 4.1783 0.0000 3.5971
C 3.5960 0.0908 2.3438
C 2.8754 -0.4093 -1.5675
C 2.1822 -0.2762 -2.7669
C 2.8786 -0.1251 -3.9532
C 4.2635 -0.0938 -3.9451
C 4.9556 -0.1860 -2.7495
C 4.2634 -0.3497 -1.5634
H -1.1840 -5.7639 -0.4752
H 0.1602 -4.9072 -2.3567
H 1.3895 -2.7851 -2.1253
H -0.2161 -2.2750 1.7980
H -1.4058 -4.4288 1.5880
H 2.0651 -2.9220 2.2581
H 3.0178 -3.0386 4.5210
H 4.3876 -1.1707 5.3772
H 4.7964 0.8074 3.9628
H 3.7412 0.9729 1.7329
H 1.0985 -0.2938 -2.7697
H 2.3386 -0.0513 -4.8846
H 4.8108 0.0020 -4.8691
H 6.0338 -0.1425 -2.7348
H 4.7947 -0.4383 -0.6250
*
```

***

[4]
Molecular formula: C3H7NO
Method: DFT, ωB97M-V with the def2-TZVPD basis set

## Properties
Gap between HOMO and LUMO (eV): 10.13
Lowest unoccupied orbital energy (eV): 0.69
Energy above the lowest of the compared OMol25 structures with the same formula, charge and spin (kJ/mol): 390.5
SMILES: OC[C@@H]1CN1

ORCA input file:
```
! wB97M-V def2-TZVPD RIJCOSX def2/J DEFGRID3
* xyz 0 1
O 0.7016 0.8620 -1.0959
C -0.0863 -0.2660 -0.9062
C -0.4571 -0.6238 0.3828
C -0.2954 0.5636 1.2030
N 0.6466 -0.6598 1.3888
H 0.8890 1.1165 -1.9472
H 0.3305 -1.2169 -1.4107
H -1.0761 -0.2831 -1.6574
H -1.3338 -1.2760 0.3812
H 0.2659 1.4177 0.7763
H -1.0737 0.5909 2.0940
H 1.4888 -0.2251 0.7912
*
```

***

[5]
Molecular formula: C40H47AuClN3O2Sb
Method: DFT, ωB97M-V with the def2-TZVPD basis set

## Properties
Gap between HOMO and LUMO (eV): 6.36
Lowest unoccupied orbital energy (eV): 2.57
Energy above the lowest of the compared OMol25 structures with the same formula, charge and spin (kJ/mol): 0.0

ORCA input file:
```
! wB97M-V def2-TZVPD RIJCOSX def2/J DEFGRID3
* xyz -1 1
Au -0.4510 0.7058 -0.8397
C 0.0564 -5.1525 -4.1869
C 0.4914 -3.9631 -3.3676
C 1.6115 -4.0439 -2.5542
C 1.9625 -2.9356 -1.7795
C 3.1796 -2.9708 -0.8913
C 1.1994 -1.7886 -1.8321
C 0.0259 -1.6691 -2.6212
C -0.2845 -2.8103 -3.3987
N -0.6935 -0.5119 -2.4996
C -1.7139 0.0110 -3.4246
C -1.2991 1.4457 -3.7978
C -3.0801 0.0496 -2.7278
C -1.9007 -0.7239 -4.7616
H 0.7696 -5.9727 -4.0991
H -0.0354 -4.8941 -5.2443
H -0.9193 -5.5210 -3.8579
H 2.2030 -4.9524 -2.5169
H 3.6679 -3.9458 -0.9267
H 2.9198 -2.7496 0.1471
H 3.9086 -2.2211 -1.2073
H 1.4888 -0.9452 -1.2153
H -1.1767 -2.8546 -3.9979
H -1.2017 2.0606 -2.9018
H -2.0386 1.9064 -4.4589
H -0.3318 1.4317 -4.3030
H -3.0338 0.6601 -1.8234
H -3.3848 -0.9582 -2.4408
H -3.8409 0.4711 -3.3923
H -0.9504 -0.9221 -5.2576
H -2.4971 -0.0812 -5.4127
H -2.4527 -1.6548 -4.6520
Cl 4.3304 -0.0348 2.2421
C 4.2914 0.5957 0.5620
C 2.9145 1.1534 0.1518
O 2.9711 2.1876 -0.5519
O 1.9051 0.5073 0.4846
H 4.5398 -0.2452 -0.0823
H 5.0559 1.3613 0.4902
N 0.6976 3.7115 -0.0343
C -0.4293 3.4613 0.6509
C -1.0346 4.4602 1.4512
C -2.1903 4.1849 2.1299
C -2.7706 2.9185 2.0186
C -2.1392 2.0041 1.2157
N -0.9983 2.2470 0.5445
H 1.1660 4.5760 0.1727
H 1.3249 2.9613 -0.3733
H -0.5617 5.4312 1.5186
H -2.6463 4.9474 2.7496
H -3.6738 2.6474 2.5445
H -2.5449 1.0120 1.0789
C 1.9661 -2.7314 3.3883
C 0.7985 -3.6609 3.5706
C 0.9268 -4.7747 4.3976
C -0.1386 -5.6325 4.6236
C -1.3588 -5.3782 4.0179
C -1.4923 -4.2761 3.1842
C -0.4287 -3.4112 2.9427
Sb -0.6170 -1.6696 1.6322
C -2.5101 -2.3047 0.8020
C -3.6773 -1.5601 0.9525
C -4.8486 -1.8974 0.2863
C -4.8602 -2.9974 -0.5552
C -3.7050 -3.7498 -0.7126
C -2.5275 -3.4257 -0.0436
C -1.3101 -4.2903 -0.2158
C -1.4182 -0.5640 3.3308
C -2.5891 -1.0043 3.9454
C -3.1399 -0.3369 5.0292
C -2.5042 0.7921 5.5242
C -1.3195 1.2179 4.9456
C -0.7542 0.5521 3.8569
C 0.5569 1.0351 3.3039
H 2.8641 -3.1213 3.8677
H 1.7540 -1.7549 3.8331
H 2.1948 -2.5483 2.3362
H 1.8825 -4.9678 4.8727
H -0.0140 -6.4943 5.2680
H -2.2035 -6.0354 4.1859
H -2.4481 -4.0954 2.7033
H -3.6909 -0.7066 1.6200
H -5.7404 -1.2973 0.4214
H -5.7613 -3.2689 -1.0915
H -3.7100 -4.6126 -1.3698
H -1.4833 -5.0653 -0.9621
H -1.0344 -4.7756 0.7210
H -0.4500 -3.7049 -0.5486
H -3.0862 -1.8918 3.5705
H -4.0538 -0.7003 5.4834
H -2.9205 1.3314 6.3666
H -0.8104 2.0879 5.3457
H 0.9138 1.9043 3.8579
H 0.4848 1.2925 2.2487
H 1.3330 0.2688 3.3458
*
```

***

[6]
Molecular formula: C4H3NO2
Method: DFT, ωB97M-V with the def2-TZVPD basis set

## Properties
Gap between HOMO and LUMO (alpha / beta) (eV): 7.21 / 7.63
Lowest unoccupied orbital energy (alpha / beta) (eV): -1.17 / -1.34
Energy above the lowest of the compared OMol25 structures with the same formula, charge and spin (kJ/mol): 370.4

ORCA input file:
```
! wB97M-V def2-TZVPD RIJCOSX def2/J DEFGRID3
* xyz 0 1
C -1.0088 -1.0572 0.1749
C 0.1110 -0.1205 -0.1368
N 1.3434 -0.5358 -0.3835
C 2.1411 0.5163 -0.6351
C -0.0207 1.2818 0.1016
O 2.0221 1.5909 -0.0695
O -0.7026 2.2175 0.1898
H -1.5293 -0.7562 1.0881
H -1.7392 -1.0683 -0.6404
H -0.6170 -2.0684 0.3109
*
```

***

[7]
Molecular formula: C4H8N2
Method: DFT, ωB97M-V with the def2-TZVPD basis set

## Properties
Gap between HOMO and LUMO (eV): 8.93
Lowest unoccupied orbital energy (eV): 0.70
Energy above the lowest of the compared OMol25 structures with the same formula, charge and spin (kJ/mol): 281.3

ORCA input file:
```
! wB97M-V def2-TZVPD RIJCOSX def2/J DEFGRID3
* xyz 0 1
C 1.1552 -0.5660 0.8622
C -0.0280 -0.0190 0.0514
C -0.8677 -1.1567 -0.5468
N 0.2847 1.4030 -0.9972
C -0.7207 1.1046 0.5701
N -1.3725 1.8246 1.2126
H 1.7859 0.2471 1.2159
H 1.7465 -1.2864 0.2851
H 0.8035 -1.1092 1.7607
H -0.2525 -1.8560 -1.1246
H -1.6723 -0.7580 -1.1618
H -1.3455 -1.7584 0.2510
H -0.4133 1.7528 -1.6593
H 0.8966 2.1774 -0.7194
*
```

***

[8]
Molecular formula: C8H17N2O2
Method: DFT, ωB97M-V with the def2-TZVPD basis set

## Properties
Gap between HOMO and LUMO (alpha / beta) (eV): 8.26 / 8.26
Lowest unoccupied orbital energy (alpha / beta) (eV): -4.90 / -4.90
Energy above the lowest of the compared OMol25 structures with the same formula, charge and spin (kJ/mol): 567.9

ORCA input file:
```
! wB97M-V def2-TZVPD RIJCOSX def2/J DEFGRID3
* xyz 1 1
C 0.4934 -2.0761 -1.0360
C -0.3263 -0.1100 0.0330
C -1.0463 -1.3953 2.0238
C 0.0834 0.7926 2.3775
C -1.5321 -0.6093 -0.7596
C 1.6099 1.5111 -0.1741
C 0.0376 1.4169 -1.9739
C -0.3918 -0.2188 1.3870
N 1.6691 -1.7690 -1.5439
N 0.1991 1.2056 -0.5178
O 2.2405 -0.7937 -1.9557
O 0.1496 -2.8367 -0.1672
H -0.0282 -2.1108 -2.0529
H -0.8572 -1.4055 3.0927
H -0.6807 -2.3253 1.5917
H -2.1245 -1.3669 1.8690
H -0.6599 0.8185 3.1747
H 1.0224 0.5090 2.8473
H 0.1715 1.8029 1.9868
H -2.3700 0.0700 -0.5789
H -1.3901 -0.6716 -1.8345
H -1.8312 -1.5865 -0.3998
H 1.7768 2.5852 -0.2444
H 1.8582 1.1781 0.8258
H 2.2708 1.0072 -0.8768
H 0.4146 2.4076 -2.2291
H 0.6295 0.6865 -2.5232
H -1.0039 1.3642 -2.2791
H -0.3840 1.9202 -0.0625
*
```

***

| no. | energy (eV) |
| --- | --- |
| 1 | -31626.79770 |
| 2 | -8201.58410 |
| 3 | -108431.64982 |
| 4 | -6758.70261 |
| 5 | -73563.82826 |
| 6 | -9777.84745 |
| 7 | -7254.95981 |
| 8 | -15634.48514 |